Density functional theory data (ωB97M-V/def2-TZVPD) for a cluster of 2 separate species, C5H14 in total.

The calculation puts the HOMO energy at -10.9 eV. As for the structure (SMILES): CCC.CC. The calculation puts the LUMO energy at 1.152 eV. As for the total energy: -198.828307 Ha. Its energy above the lowest of the compared OMol25 structures with the same formula, charge and spin is 1.656 eV. As for the net charge: 0.

CARTESIAN COORDINATES (ANGSTROEM)
C 0.992542 0.515051 2.048862
C -0.086847 1.224023 1.188132
C -1.339014 0.343649 1.030885
H 2.009659 0.707386 1.734614
H 0.850898 0.866659 3.102409
H 0.806054 -0.551796 2.336391
H 0.414161 1.381055 0.121989
H -0.163091 2.243767 1.615060
H -2.215818 0.875605 1.409435
H -1.260070 -0.586532 1.645864
H -1.550193 0.219137 -0.041034
C 0.508233 -1.469240 -1.438280
C -0.105040 -0.418905 -2.473908
H 1.417940 -1.863219 -1.842490
H 0.692799 -0.831360 -0.562211
H -0.092737 -2.277492 -1.335443
H 0.174404 0.578179 -2.564147
H -1.098011 -0.352334 -2.463852
H 0.044132 -0.603632 -3.512277

Cartesian forces (eV/Å) of the 6 atoms listed first:
C -1.1 -0.2 2.2
C 2.4 -0.5 -1.8
C -0.5 0.9 0.4
H 0.2 -0.2 0.0
H 0.5 0.4 -0.7
H 0.3 0.4 -1.4